# C33H47N4PdSSi

A structure of composition C33H47N4PdSSi (ωB97M-V/def2-TZVPD, the OMol25 dataset).

```
! RIJCOSX wB97M-V def2-TZVPD def2/J DEFGRID3
* xyz 1 1
Pd 0.15 0.03 1.02
C 1.43 -0.60 3.98
C 2.49 -0.85 2.89
N 2.41 0.13 1.80
C 2.98 1.44 2.08
C 2.04 2.41 2.81
S 0.29 2.35 2.26
C -0.54 1.92 3.83
C -0.80 0.43 4.11
N 0.09 -0.48 3.41
H 1.68 0.32 4.51
H 1.50 -1.43 4.70
H 2.32 -1.84 2.45
H 3.48 -0.86 3.36
H 2.91 -0.26 0.99
H 3.26 1.89 1.13
H 3.89 1.35 2.70
H 2.38 3.43 2.66
H 2.02 2.22 3.88
H -1.48 2.46 3.80
H 0.07 2.38 4.61
H -1.82 0.21 3.80
H -0.74 0.29 5.20
H -0.33 -1.41 3.36
C 0.21 -2.05 0.38
Si 1.11 -1.91 -1.25
C -0.05 -0.64 -2.21
N -0.32 0.47 -1.35
C -1.72 0.82 -1.22
C -2.21 1.81 -2.28
C -1.09 2.73 -2.78
C -0.05 2.93 -1.68
C 0.64 1.59 -1.42
C 2.85 -1.23 -1.58
C 3.92 -1.33 -0.69
C 5.18 -0.88 -1.04
C 5.42 -0.36 -2.30
C 4.39 -0.31 -3.22
C 3.13 -0.73 -2.86
C 0.91 -3.53 -2.22
C 1.98 -4.08 -2.91
C 1.83 -5.24 -3.65
C 0.60 -5.87 -3.69
C -0.47 -5.35 -2.98
C -0.31 -4.19 -2.25
H 0.64 -2.70 1.14
H -0.85 -2.31 0.23
H -0.97 -1.17 -2.44
H 0.41 -0.33 -3.15
H -1.42 0.50 0.75
H -2.29 -0.12 -1.35
H -3.03 2.38 -1.85
H -2.61 1.25 -3.12
H -1.50 3.68 -3.11
H -0.59 2.27 -3.64
H -0.53 3.28 -0.77
H 0.70 3.66 -1.98
H 1.19 1.65 -0.46
H 1.37 1.37 -2.20
H 3.78 -1.81 0.26
H 5.99 -0.95 -0.33
H 6.41 -0.03 -2.58
H 4.56 0.06 -4.22
H 2.34 -0.71 -3.61
H 2.95 -3.59 -2.87
H 2.67 -5.64 -4.20
H 0.47 -6.77 -4.28
H -1.43 -5.85 -3.00
H -1.15 -3.79 -1.70
C -3.29 -0.96 1.65
C -3.95 0.34 1.30
C -5.30 0.43 1.27
C -5.99 1.60 0.86
C -5.25 2.75 0.50
C -3.89 2.73 0.49
C -3.10 3.99 0.35
C -3.17 1.48 0.75
N -1.93 1.23 0.19
H -3.80 -1.42 2.49
H -2.22 -0.87 1.88
H -3.39 -1.65 0.81
H -5.89 -0.43 1.58
H -7.06 1.64 0.93
H -5.78 3.67 0.32
H -3.75 4.85 0.48
H -2.64 4.08 -0.63
H -2.30 4.02 1.09
*
```

Summary:
energy relative to the best compared isomer or geometry (same formula, charge and spin): 0.0 kcal per mole
frontier orbital gap (alpha / beta): 0.2392 / 0.2393 hartree
HOMO level (alpha / beta): -10.01 / -10.01 eV

Atom charges from the Mulliken analysis, given in e for atoms 1 to 5: -1.422 -1.113 -0.661 0.341 -0.950


# C33H48Cl2N9O5PS

A cluster of 9 separate species, C33H48Cl2N9O5PS in total (ωB97M-V/def2-TZVPD, the OMol25 dataset).

```
! RIJCOSX wB97M-V def2-TZVPD def2/J DEFGRID3
* xyz 0 1
C 1.63 -3.53 1.47
C 0.58 -2.76 1.20
C -0.69 -1.87 0.72
P -0.27 -0.17 0.00
C 1.51 0.57 -0.21
C 2.64 -0.16 0.68
C 4.06 0.60 0.32
S 5.37 -0.59 -0.30
O 5.01 -0.91 -1.75
O 5.43 -1.80 0.60
O 6.84 0.28 -0.31
C 0.00 -1.03 -1.71
O 1.17 -1.90 -1.80
C 0.93 -2.86 -2.85
C -0.02 -4.18 -2.66
O 1.45 -2.70 -4.02
C -1.62 0.87 -0.92
C -2.92 0.12 -1.48
C -4.01 0.98 -2.26
C -3.67 2.53 -2.41
C -2.35 3.05 -1.74
N -1.35 2.29 -1.02
C -0.61 0.79 1.60
Cl 0.04 -0.05 3.15
C -2.12 1.25 1.92
C -3.26 0.13 1.92
Cl -2.07 1.86 3.71
H 2.60 -4.14 1.35
H -1.41 -1.90 1.61
H -1.20 -2.52 -0.11
H 1.55 1.70 0.06
H 1.84 0.56 -1.33
H 2.81 -1.27 0.40
H 2.52 -0.05 1.82
H 4.48 1.06 1.30
H 3.87 1.49 -0.40
H 7.50 -0.30 0.17
H 0.15 -0.19 -2.51
H -0.91 -1.64 -2.08
H -1.00 -3.79 -2.15
H -0.32 -4.61 -3.68
H 0.43 -4.95 -1.93
H -3.03 -1.03 -1.31
H -4.94 0.49 -2.71
H -4.43 3.16 -3.00
H -2.15 4.20 -1.84
H 0.00 1.79 1.58
H -2.48 2.19 1.35
H -4.30 0.66 1.89
H -3.16 -0.71 1.14
H -3.23 -0.40 2.96
C 1.71 0.59 7.23
C 2.40 0.29 5.93
N 2.95 0.05 4.89
H 2.06 1.55 7.62
H 0.63 0.64 7.08
H 1.93 -0.19 7.96
C -3.90 -4.48 -1.69
C -4.30 -3.11 -1.21
N -4.62 -2.02 -0.82
H -4.78 -5.10 -1.84
H -3.36 -4.39 -2.64
H -3.24 -4.96 -0.96
C -4.61 5.52 -5.66
C -4.45 5.41 -4.17
N -4.32 5.32 -2.98
H -3.78 5.02 -6.16
H -5.54 5.04 -5.97
H -4.64 6.57 -5.96
C 4.19 -3.47 5.04
C 2.85 -4.11 5.31
N 1.79 -4.61 5.51
H 4.66 -3.19 5.99
H 4.84 -4.17 4.52
H 4.07 -2.57 4.43
C 3.08 0.93 -4.58
C 2.23 2.17 -4.57
N 1.55 3.16 -4.56
H 2.54 0.10 -4.12
H 3.33 0.66 -5.61
H 4.00 1.11 -4.02
C -0.88 -3.08 7.76
C -1.29 -1.72 8.25
N -1.61 -0.64 8.64
H -1.77 -3.71 7.62
H -0.35 -2.99 6.81
H -0.22 -3.56 8.49
C 7.94 2.90 2.16
C 6.70 2.30 2.75
N 5.71 1.82 3.22
H 8.22 3.80 2.72
H 8.77 2.19 2.21
H 7.77 3.17 1.12
C -7.58 3.56 -8.87
C -7.42 3.45 -7.38
N -7.29 3.37 -6.19
H -6.75 3.07 -9.37
H -8.51 3.08 -9.18
H -7.61 4.61 -9.16
*
```

Summary:
frontier orbital gap: 0.3170 hartree
HOMO level: -8.35 eV
SMILES string: C#CCP(CCCS(=O)(=O)O)(COC(C)=O)(c1ccccn1)[C@H](Cl)[C@@H](C)Cl.CC#N.CC#N.CC#N.CC#N.CC#N.CC#N.CC#N.CC#N

Atom charges from the Mulliken analysis, given in e for atoms 1 to 5: -0.791 -0.406 0.536 1.503 -1.372


# C33H48DyP2

A structure of composition C33H48DyP2 (ωB97M-V/def2-TZVPD, the OMol25 dataset).

```
! RIJCOSX wB97M-V def2-TZVPD def2/J DEFGRID3
* xyz 1 6
Dy 1.31 -0.13 0.72
C -0.68 -1.11 2.27
C -0.28 -2.18 1.41
C 1.50 -1.67 2.80
C 0.41 -0.81 3.14
C 1.07 -2.52 1.73
C -2.06 -0.56 2.43
H -2.71 -0.81 1.57
H -2.05 0.54 2.52
H -2.56 -0.96 3.33
C 0.35 0.06 4.34
H -0.45 0.81 4.25
H 1.28 0.61 4.48
H 0.16 -0.52 5.25
C 2.79 -1.75 3.55
H 2.59 -1.87 4.62
H 3.39 -0.84 3.43
H 3.39 -2.59 3.21
C 1.79 -3.71 1.19
H 1.36 -4.64 1.61
H 2.85 -3.70 1.44
H 1.70 -3.79 0.10
C -1.19 -3.05 0.61
H -1.31 -4.02 1.11
H -0.79 -3.27 -0.39
H -2.18 -2.61 0.49
C -3.66 1.43 -0.76
C -4.41 0.38 -1.12
C -4.05 -0.66 -2.15
C -3.20 -0.24 -3.39
C -1.67 -0.48 -3.29
C -1.20 -0.73 -1.88
C -1.35 0.41 -0.85
C -2.28 1.56 -1.28
H -5.01 -0.99 -2.58
H -3.48 0.77 -3.72
H -3.64 -1.57 -1.67
H -2.35 1.51 -2.36
H -4.02 2.24 -0.13
H -5.41 0.22 -0.69
H -1.81 2.53 -1.04
H -1.72 -0.02 0.10
H -1.53 -1.70 -1.51
H -0.38 0.92 -0.58
H -3.54 -0.89 -4.21
H -1.45 -1.37 -3.91
P -0.36 0.71 -3.86
C -0.73 2.48 -3.82
C -0.18 0.25 -5.60
P 0.93 -0.96 -1.77
C 1.19 0.34 -3.06
C 0.97 -2.48 -2.79
C 2.84 -0.94 -1.21
H 0.11 3.01 -3.34
H -1.66 2.77 -3.31
H -0.83 2.80 -4.87
H 0.33 1.07 -6.13
H -1.16 0.09 -6.05
H 0.42 -0.66 -5.72
H 3.25 -1.80 -1.76
H 3.08 -1.12 -0.13
H 3.35 -0.01 -1.55
H 1.61 1.26 -2.64
H 1.91 -0.03 -3.82
H 1.53 -3.25 -2.25
H 1.47 -2.30 -3.75
H -0.03 -2.89 -2.99
C 3.76 1.99 3.78
C 3.91 1.42 2.51
C 2.95 1.67 1.52
C 1.70 2.29 1.90
C 0.51 2.04 1.17
C -0.66 2.69 1.51
C -0.70 3.51 2.66
C 0.40 3.64 3.48
C 1.62 2.98 3.16
C 2.69 2.83 4.07
H 4.52 1.80 4.55
H 4.80 0.82 2.27
H 3.15 1.51 0.43
H -1.56 2.60 0.91
H -1.63 4.04 2.90
H 0.37 4.24 4.39
H 2.64 3.38 5.01
*
```

Summary:
energy relative to the best compared isomer or geometry (same formula, charge and spin): 0.0 kcal per mole
frontier orbital gap (alpha / beta): 0.2411 / 0.2425 hartree
HOMO level (alpha / beta): -9.05 / -9.05 eV
⟨S²⟩: 9.351

Atom charges from the Mulliken analysis, given in e for atoms 1 to 5: -1.204 0.614 1.396 0.411 0.616


# C33H48F6N3O2PV

A structure of composition C33H48F6N3O2PV (ωB97M-V/def2-TZVPD, the OMol25 dataset).

```
! RIJCOSX wB97M-V def2-TZVPD def2/J DEFGRID3
* xyz 2 4
V -2.10 0.53 -0.42
C 3.50 -2.06 3.16
C 2.45 -1.44 4.07
C 1.91 -2.52 5.03
C 3.09 -0.30 4.88
C 1.29 -0.85 3.28
C 1.24 -0.88 1.92
C 0.12 -0.28 1.30
N -0.18 -0.14 0.00
C 0.53 -0.57 -1.12
C 1.85 -0.78 -1.30
C 2.31 -1.30 -2.57
C 1.37 -1.57 -3.58
C 0.02 -1.35 -3.45
C -0.38 -0.72 -2.22
O -1.58 -0.26 -1.94
C -1.00 -1.77 -4.49
C -1.81 -0.54 -4.97
C -1.96 -2.78 -3.83
C -0.34 -2.43 -5.69
C 3.78 -1.55 -2.75
C 4.27 -2.48 -1.62
C 4.12 -2.17 -4.10
C 4.49 -0.18 -2.63
C -0.96 0.28 2.09
O -1.94 0.73 1.29
C -0.93 0.32 3.46
C 0.20 -0.25 4.02
C -2.08 0.93 4.28
C -2.33 2.37 3.81
C -3.34 0.08 4.05
C -1.75 0.94 5.77
H 4.31 -2.45 3.78
H 3.94 -1.33 2.48
H 3.10 -2.90 2.59
H 2.75 -2.96 5.57
H 1.40 -3.31 4.49
H 1.22 -2.11 5.77
H 3.93 -0.69 5.46
H 2.39 0.16 5.58
H 3.48 0.49 4.22
H 1.99 -1.38 1.34
H 2.56 -0.55 -0.51
H 1.72 -2.00 -4.50
H -2.52 -0.21 -4.22
H -2.39 -0.83 -5.85
H -1.16 0.28 -5.26
H -2.47 -2.36 -2.96
H -1.43 -3.69 -3.52
H -2.73 -3.06 -4.55
H 0.31 -1.74 -6.24
H -1.12 -2.76 -6.38
H 0.24 -3.31 -5.41
H 3.75 -3.44 -1.65
H 4.15 -2.04 -0.63
H 5.34 -2.67 -1.77
H 3.63 -3.14 -4.24
H 5.19 -2.34 -4.15
H 3.85 -1.52 -4.93
H 4.34 0.28 -1.65
H 4.15 0.51 -3.40
H 5.56 -0.34 -2.77
H 0.27 -0.27 5.10
H -2.68 2.41 2.77
H -1.43 2.98 3.91
H -3.10 2.81 4.43
H -3.66 0.09 3.01
H -4.15 0.48 4.66
H -3.17 -0.96 4.36
H -0.85 1.52 5.99
H -1.64 -0.06 6.18
H -2.58 1.42 6.31
C 0.18 5.34 0.42
C -0.51 4.30 -0.40
C -1.02 4.35 -1.69
C -1.59 3.11 -1.94
N -1.42 2.31 -0.86
N -0.75 3.07 0.06
C -2.37 2.71 -3.15
H 0.25 6.27 -0.14
H 1.19 5.02 0.68
H -0.37 5.53 1.34
H -1.00 5.19 -2.36
H -0.64 2.74 1.00
H -1.99 3.23 -4.02
H -3.42 2.99 -3.01
H -2.34 1.64 -3.33
F -3.90 0.62 -1.50
P -5.07 0.90 -0.21
F -4.16 -0.28 0.54
F -3.87 1.94 0.29
F -5.90 1.15 1.07
F -5.70 2.04 -1.07
F -5.99 -0.21 -0.82
*
```

Summary:
energy relative to the best compared isomer or geometry (same formula, charge and spin): 35.9 kcal per mole
frontier orbital gap (alpha / beta): 0.2175 / 0.2095 hartree
HOMO level (alpha / beta): -14.13 / -15.11 eV
⟨S²⟩: 3.830

Atom charges from the Mulliken analysis, given in e for atoms 1 to 5: -0.299 -2.054 1.811 -1.603 -1.596


Q: Which calculated total energy values were calculated for the entries above? A: -63130.1212, -103799.6755, -77651.5787, -94839.5133, in eV.